Density functional theory data (ωB97M-V/def2-TZVPD) for 5 unconnected molecules or ions with the total composition C36H45BBr2NO4P2S at a distorted geometry.

Structure (XYZ):
```
92
Properties=species:S:1:pos:R:3:forces:R:3:lowdin_charge:R:1
C 1.549610 2.739325 0.925400 -0.3 0.1 -0.2 -0.023
C 0.505286 2.444792 0.126975 0.4 0.4 -0.1 -0.180
C 0.634646 2.354121 -1.375393 -0.7 0.4 0.1 -0.109
B -0.705830 1.768782 -2.184209 0.5 1.1 0.1 -0.881
C -1.360339 3.098224 -2.979063 -0.5 -1.2 -0.5 -0.559
Br -3.330248 3.247671 -2.732502 0.1 0.3 0.1 0.642
C -1.054479 3.179920 -4.474929 0.2 0.5 0.3 -0.767
C 0.444611 3.019341 -4.772366 -0.1 0.4 -0.4 -0.123
Br -2.092163 1.954095 -5.600646 0.0 -0.1 0.0 0.669
O -0.293152 0.668767 -3.090519 0.4 0.2 0.2 -0.093
C -0.567813 -0.523334 -2.442398 -0.5 -0.7 -1.3 -0.818
S -0.586197 -1.826631 -3.744994 -0.2 -0.5 0.1 0.800
P 0.737640 -1.062528 -1.196998 0.1 1.0 1.0 0.906
C 0.183245 -2.782495 -0.869666 -0.1 0.0 -0.1 -0.318
O 2.111403 -1.274898 -2.080032 -0.1 -0.3 0.0 -0.317
C -1.957728 -0.173963 -1.774722 1.5 1.2 1.4 -0.577
O -2.914576 -0.079616 -2.892055 -0.5 -0.1 0.2 -0.026
C -3.703004 -1.076837 -3.055448 0.7 0.4 -0.1 -0.449
N -4.400579 -1.970387 -3.238892 -0.7 -0.6 -0.1 0.164
P -2.624794 -1.146703 -0.312218 -0.4 -2.1 -0.2 0.974
C -1.760279 -0.532868 1.172254 -0.3 0.5 0.0 -0.276
C -4.351098 -0.544184 -0.109908 0.3 0.7 -0.7 -0.262
O -1.698658 1.088203 -1.300086 -0.4 -0.1 -0.4 -0.055
H 2.241276 3.519333 0.616828 0.8 -0.9 -0.5 0.020
H 1.790079 2.191424 1.829344 -0.7 0.8 0.8 0.040
H -0.478503 2.246070 0.537452 0.2 -1.2 0.2 0.080
H 1.453265 1.654609 -1.548329 0.1 0.0 0.0 0.079
H 0.985431 3.302923 -1.801170 0.0 0.1 0.0 0.084
H -1.010503 4.028518 -2.540390 0.1 0.1 0.0 0.071
H -1.367229 4.157703 -4.829286 -0.2 -0.1 -0.2 0.062
H 0.803030 3.929123 -5.257571 0.0 0.1 0.0 0.073
H 1.040247 2.874762 -3.879507 0.0 -0.3 0.1 0.060
H 0.608654 2.220704 -5.486359 0.2 -0.3 0.2 0.055
H -0.806077 -1.024325 -4.790434 -0.1 0.3 0.1 -0.125
H 0.190719 -2.953096 0.204895 0.2 -0.1 0.1 0.023
H 0.816444 -3.525584 -1.355089 0.0 -0.1 -0.1 0.041
H -0.847467 -2.918522 -1.187273 0.0 -0.2 -0.1 -0.033
H 2.175780 -2.192948 -2.372374 0.0 0.2 -0.4 0.031
H -1.494472 0.518573 1.116212 0.2 0.0 0.0 0.023
H -0.897753 -1.142863 1.416949 0.2 0.0 -0.1 0.012
H -2.484407 -0.649676 1.979992 0.0 -0.1 0.0 0.032
H -4.500186 -0.082671 0.861325 -0.1 -0.1 0.1 0.033
H -5.039601 -1.357877 -0.306126 -0.1 -0.1 0.2 0.024
H -4.540050 0.219910 -0.866429 -0.1 0.1 0.1 0.039
C 3.578979 5.917275 -0.604432 0.0 0.0 0.0 -0.098
C 4.905456 6.320929 -0.660422 0.0 0.0 0.0 -0.095
C 5.334257 7.405973 0.090948 0.0 0.0 0.0 -0.101
C 4.437603 8.083318 0.904952 0.0 0.0 0.0 -0.108
C 3.110250 7.679632 0.962007 0.0 0.0 0.0 -0.110
C 2.680137 6.598584 0.204890 -0.1 0.0 0.0 -0.102
H 3.244868 5.069781 -1.189413 0.0 0.0 0.0 0.098
H 5.606052 5.787227 -1.289733 0.0 0.0 0.0 0.101
H 6.368437 7.722482 0.045109 0.0 0.0 0.0 0.098
H 4.773809 8.925297 1.496765 0.0 0.0 0.0 0.098
H 2.411466 8.206242 1.599607 0.0 0.0 0.0 0.101
H 1.645551 6.282396 0.247989 0.0 0.0 0.0 0.106
C 5.496241 3.997372 2.576800 0.0 0.0 0.0 -0.084
C 6.488199 3.481982 3.399521 0.0 0.0 0.0 -0.099
C 6.739045 4.064220 4.634611 0.0 0.0 0.0 -0.108
C 5.991875 5.157723 5.049763 0.0 0.0 0.0 -0.107
C 4.997719 5.670475 4.227454 0.0 0.0 0.0 -0.092
C 4.752326 5.093443 2.989707 0.0 0.0 0.0 -0.084
H 5.299822 3.545998 1.612702 0.0 0.0 0.0 0.103
H 7.066083 2.624901 3.077885 0.0 0.0 0.0 0.098
H 7.516048 3.664791 5.274244 0.0 0.0 0.0 0.095
H 6.183886 5.609496 6.014977 0.0 0.0 0.0 0.095
H 4.412720 6.522275 4.551118 0.0 0.0 0.0 0.099
H 3.981341 5.495650 2.346848 0.0 0.0 0.0 0.081
C -2.824760 -6.251649 -2.357033 0.0 0.0 0.0 -0.081
C -2.566785 -5.417515 -1.278671 -0.1 0.1 0.0 -0.081
C -1.746800 -5.855859 -0.248078 0.0 0.0 0.0 -0.115
C -1.176947 -7.120951 -0.297625 0.0 0.0 0.0 -0.118
C -1.434904 -7.954179 -1.377680 0.0 0.0 0.0 -0.107
C -2.261566 -7.520088 -2.405346 0.0 0.0 0.0 -0.101
H -3.464086 -5.909721 -3.160293 0.0 0.0 0.0 0.105
H -3.001532 -4.425340 -1.241303 0.0 0.0 0.0 0.087
H -1.549361 -5.204154 0.594379 0.0 0.0 0.0 0.096
H -0.531977 -7.457263 0.505131 0.0 0.0 0.0 0.099
H -0.990499 -8.940819 -1.419081 0.0 0.0 0.0 0.094
H -2.464937 -8.170352 -3.246850 0.0 0.0 0.0 0.096
C -3.624753 -6.197914 3.334914 0.0 0.0 0.0 -0.088
C -3.749094 -7.322463 2.531608 0.0 0.0 0.0 -0.082
C -4.656567 -8.317152 2.868504 0.0 0.0 0.0 -0.094
C -5.443958 -8.184174 4.003811 0.0 0.0 0.0 -0.105
C -5.320853 -7.057717 4.805237 0.0 0.0 0.0 -0.106
C -4.408972 -6.065842 4.472379 0.0 0.0 0.0 -0.099
H -2.916530 -5.422327 3.072520 0.0 0.0 0.0 0.097
H -3.139203 -7.421350 1.643610 0.0 0.0 0.0 0.081
H -4.750501 -9.196256 2.243895 0.0 0.0 0.0 0.099
H -6.154828 -8.958330 4.263700 0.0 0.0 0.0 0.096
H -5.936469 -6.952407 5.689495 0.0 0.0 0.0 0.096
H -4.310427 -5.188507 5.098675 0.0 0.0 0.0 0.098
```
Positions in Å, forces in eV/Å.

**Charge**: -1
**Frontier orbital gap**: 7.63 eV

Density functional theory data (ωB97M-V/def2-TZVPD) for a molecular structure, C36H45BN15RbS4SbSe4 at a distorted geometry.

Structure (XYZ):
```
107
Properties=species:S:1:pos:R:3:forces:R:3:mulliken_spin:R:1
Rb 0.108225 0.850296 -0.261281 0.3 -0.4 -0.3 -0.028
C -3.579575 -0.588504 -2.497281 0.1 0.2 0.1 0.032
C -3.614875 1.508996 -1.005681 0.0 -0.2 0.9 -0.033
C -4.481575 2.509396 -0.274481 0.0 -0.1 -0.1 0.034
C -3.945775 2.673296 0.939919 0.0 -0.2 -0.2 -0.017
N -2.911575 1.799096 1.169319 -0.5 0.4 1.2 -0.001
N -2.812275 0.930496 0.122919 0.1 -1.1 -0.9 0.009
B -1.906875 2.001396 2.288019 0.0 -0.1 -0.2 -0.002
N -0.962175 0.795996 2.455219 0.4 0.3 0.3 -0.001
C 0.147325 0.801096 3.217219 0.3 -0.1 0.2 0.000
C 0.692825 -0.464704 3.178919 0.0 0.1 0.1 0.000
C -0.178475 -1.192504 2.350819 0.1 0.0 0.3 0.000
C -0.129775 -2.641004 1.988919 -0.2 0.1 0.0 0.000
N -1.161975 -0.411104 1.933319 -0.8 -1.0 -0.2 0.001
N -1.064675 3.235696 1.950719 0.0 0.4 0.7 0.005
C -0.549475 4.217996 2.714719 0.2 0.3 0.0 0.000
C 0.183525 5.047596 1.895119 0.0 0.0 0.0 0.000
C 0.066125 4.481096 0.614219 -0.1 0.2 0.3 0.001
C 0.658625 4.949896 -0.668181 0.0 -0.2 0.0 0.003
N -0.685575 3.395296 0.673519 -0.1 -0.1 -0.7 -0.002
N -2.695875 2.171996 3.606919 -0.6 0.0 -0.1 0.000
C -3.898875 1.631396 3.881919 -0.1 -0.1 0.1 0.000
C -4.207475 1.920696 5.191219 0.0 0.0 -0.1 0.000
C -3.107675 2.660596 5.653819 -0.1 -0.1 -0.2 0.000
C -2.893975 3.221096 7.019319 0.1 -0.1 -0.1 0.000
N -2.212475 2.791696 4.686919 0.5 0.4 0.5 0.000
H -3.640275 -0.072604 -3.454681 0.0 0.0 -0.1 -0.004
H -4.036775 -1.574004 -2.586881 0.0 -0.1 0.0 0.000
H -2.535175 -0.703804 -2.208881 0.0 -0.1 -0.1 -0.008
H -5.254875 3.071296 -0.756081 -0.2 0.2 0.0 0.003
H -4.220375 3.372296 1.710619 0.0 0.2 0.0 0.001
H 0.461725 1.674596 3.759719 0.0 0.2 -0.1 0.000
H 1.577625 -0.807304 3.686819 0.1 0.0 0.0 0.000
H 0.860325 -3.054404 2.170519 0.1 0.0 0.0 0.000
H -0.389775 -2.764004 0.939519 0.0 -0.1 -0.1 0.000
H -0.858175 -3.198404 2.581919 0.0 -0.1 0.0 0.000
H -0.743775 4.256896 3.769319 0.0 0.0 0.0 0.000
H 0.736125 5.926096 2.171319 0.1 0.1 0.1 0.000
H 1.071425 5.950596 -0.561681 0.0 0.0 -0.1 0.000
H -0.093775 4.935496 -1.456281 -0.1 0.1 -0.1 -0.003
H 1.467125 4.285596 -0.975281 0.2 0.1 -0.1 0.000
H -4.443475 1.067996 3.151319 -0.1 -0.1 -0.2 0.000
H -5.094675 1.653796 5.730419 -0.2 -0.1 0.1 0.000
H -3.841575 3.551796 7.444519 0.0 0.0 0.1 0.000
H -2.203775 4.060996 6.981619 0.0 0.0 0.0 0.000
H -2.469075 2.460196 7.677219 0.0 0.0 0.1 0.000
C -2.118075 2.791296 -4.624281 0.0 -0.3 0.4 0.009
C -1.220875 2.285396 -3.512081 -1.1 0.7 -1.3 0.133
N -1.735575 1.933596 -2.374081 0.5 -1.3 1.9 0.013
N -2.933575 2.207096 -2.031481 -0.4 1.3 -1.9 0.507
C -4.321175 0.209696 -1.444281 0.2 -0.7 0.4 0.031
N -5.690375 0.348696 -1.803681 -0.4 0.3 -0.3 0.002
S -3.959575 -0.508404 0.254119 0.4 0.5 -0.3 0.010
C 0.209725 2.223496 -3.727181 0.9 0.2 -0.2 0.097
C 0.804025 2.880096 -4.820781 -0.5 -0.1 0.3 0.087
C 2.174525 2.832496 -4.976081 0.3 -0.2 0.2 -0.033
C 2.934025 2.130596 -4.053881 -0.1 0.4 -0.4 0.076
C 2.266825 1.520896 -3.003281 0.3 -0.3 0.2 -0.014
N 0.957025 1.549796 -2.838281 -0.3 0.2 -0.2 0.060
H -3.155175 2.619196 -4.340181 0.1 0.1 0.0 0.001
H -1.912375 2.277296 -5.563181 0.1 0.1 0.0 0.001
H -1.971075 3.862896 -4.758781 0.0 0.1 -0.1 0.018
H -6.150475 -0.554804 -1.860281 0.1 0.2 0.0 0.001
H -6.176975 0.935496 -1.137381 0.0 -0.1 0.1 0.002
H 0.200425 3.438096 -5.523781 0.0 0.0 0.0 0.008
H 2.651425 3.348596 -5.796881 0.0 0.1 -0.1 0.000
H 4.008925 2.079796 -4.125081 0.1 0.0 0.2 -0.001
H 2.831625 0.963996 -2.265981 0.1 0.0 0.1 -0.002
S 2.825825 2.348196 0.901719 -0.8 -0.1 -0.2 0.000
C 3.469925 0.753996 0.731519 0.6 -0.3 0.4 0.001
N 3.011325 -0.095304 -0.118481 -0.7 0.4 -0.4 0.000
C 3.759525 -1.230004 -0.143881 0.7 -0.4 0.4 0.000
C 3.656525 -2.255004 -1.078881 0.2 0.2 -0.1 0.000
C 4.544925 -3.310604 -1.000981 0.0 -0.1 -0.1 0.000
C 5.503225 -3.381204 0.007019 0.2 -0.1 0.1 0.000
C 5.649525 -2.349904 0.913919 0.0 -0.1 0.0 0.000
C 4.797025 -1.267504 0.814019 -0.4 0.2 0.1 0.000
S 4.839225 0.216496 1.703219 -0.2 -0.1 -0.2 0.000
H 2.937225 -2.160204 -1.877981 -0.1 -0.1 -0.1 0.000
H 4.525625 -4.082104 -1.757481 -0.1 -0.1 -0.1 0.000
H 6.176125 -4.227404 0.054619 0.0 0.0 0.0 0.000
H 6.425325 -2.364204 1.663019 0.1 0.0 0.1 0.000
C -1.324075 -7.448704 -1.513581 0.1 0.2 0.3 0.000
C -1.060675 -6.152604 -0.749581 0.0 -0.4 0.0 0.000
N -0.630775 -5.114304 -1.663581 0.0 -0.1 0.0 0.000
C 0.366425 -4.209404 -1.450481 0.1 0.0 -0.1 0.000
S 0.189225 -2.695304 -2.096881 -0.1 0.7 -0.2 0.000
N 1.477725 -4.565004 -0.764081 -0.2 0.1 0.0 0.000
C 2.123225 -5.861304 -0.810681 0.0 -0.3 0.3 0.000
C 2.506725 -6.343704 0.586319 -0.1 0.0 -0.3 0.000
H -1.698875 -8.217604 -0.842281 -0.1 -0.1 0.0 0.000
H -0.411975 -7.809704 -1.984981 0.1 0.0 0.0 0.000
H -2.060775 -7.273804 -2.294681 -0.1 0.0 -0.1 0.000
H -0.300575 -6.302204 0.015819 -0.1 0.1 0.0 0.000
H -1.979675 -5.831804 -0.242981 0.1 0.0 0.0 0.000
H -1.386975 -4.687504 -2.182681 0.2 0.0 0.0 0.000
H 2.123625 -3.790404 -0.629981 -0.2 -0.1 0.0 0.000
H 3.034525 -5.785304 -1.417081 -0.2 0.0 0.0 0.000
H 1.461525 -6.575704 -1.300981 0.0 0.0 0.0 0.000
H 3.203525 -5.643204 1.040819 0.1 0.1 0.1 0.000
H 2.978825 -7.322604 0.526919 0.1 -0.1 0.0 0.000
H 1.631025 -6.418104 1.227919 -0.1 0.0 0.1 0.000
Se 7.942925 4.528896 0.035019 -0.6 -0.2 0.1 0.000
Sb 5.799225 3.531396 -0.656181 0.8 0.4 -0.5 0.000
Se 4.400425 4.978696 -2.054581 0.0 -0.3 0.4 0.004
Se 6.091225 1.295196 -1.630081 -0.3 0.2 0.3 0.000
Se 4.505125 3.353096 1.766819 0.8 0.7 0.0 0.000
```
Positions in Å, forces in eV/Å.

**Charge**: -2
**Frontier orbital gap (spin up / spin down)**: 4.64 / 4.26 eV
**2S+1**: 2

Density functional theory data (ωB97M-V/def2-TZVPD) for a molecular structure, C36H45BrMnN4O2.

Structure (XYZ):
```
89
Properties=species:S:1:pos:R:3:forces:R:3:mulliken_spin:R:1
Mn 0.552969 0.472156 0.558685 -0.5 -0.3 0.4 4.786
Br 3.657701 -2.130757 0.608951 0.0 -0.1 0.0 0.007
C 4.057372 -0.379233 0.004390 0.0 0.3 0.0 0.030
C 5.360112 -0.099020 -0.372454 0.0 -0.2 0.1 0.001
C 5.632187 1.176871 -0.834922 0.1 0.1 -0.1 0.000
C 4.611543 2.105850 -0.907819 -0.1 -0.1 0.1 -0.004
C 3.339551 1.724025 -0.502344 0.2 0.1 0.0 -0.002
N 3.069817 0.497035 -0.046764 -0.1 -0.2 -0.1 -0.005
C 2.191463 2.730011 -0.588250 0.1 0.1 0.0 0.035
O 2.474359 3.834679 -1.025814 0.0 0.1 -0.1 0.011
O 1.057942 2.305505 -0.212394 0.0 -0.2 0.2 0.045
H 6.119528 -0.862591 -0.291404 0.0 0.0 0.0 0.000
H 6.637551 1.441684 -1.136548 0.0 0.0 0.0 0.000
H 4.750410 3.116788 -1.259402 0.0 0.0 0.0 0.001
C -0.852230 3.204358 -2.509367 0.0 0.1 0.0 -0.001
C -0.764636 1.680122 -2.568126 0.0 0.0 0.0 -0.055
C -0.025021 1.228440 -3.827909 0.0 0.1 -0.1 -0.007
C -2.134798 1.058178 -2.418336 0.0 0.0 -0.2 -0.023
C -2.993783 1.008779 -3.508637 0.1 0.0 0.0 -0.004
C -4.266248 0.475749 -3.394630 0.0 0.0 0.0 0.003
C -4.661178 -0.061026 -2.183981 0.0 0.0 0.0 -0.001
C -3.833517 -0.044990 -1.060969 0.0 0.0 0.0 -0.003
C -4.361164 -0.803831 0.156514 0.0 0.0 -0.1 0.000
C -3.318395 -1.513306 1.015077 0.1 -0.1 0.1 0.007
C -5.321984 0.017708 1.016306 0.0 0.1 0.1 -0.001
C -2.581021 0.589336 -1.171012 0.0 -0.1 0.2 0.034
N -1.743678 0.749690 -0.038942 0.3 0.2 -0.1 -0.027
C -2.217566 1.416892 0.959361 -0.1 0.1 0.0 0.062
C -1.539591 1.590279 2.192879 0.0 0.0 0.1 0.003
C -1.991436 2.297291 3.308863 0.1 0.0 0.0 0.009
C -0.974208 2.213118 4.258289 -0.1 0.0 0.0 0.013
C 0.055163 1.458279 3.677217 0.1 -0.1 -0.1 0.070
N -0.282962 1.069168 2.435690 0.0 0.1 -0.2 -0.018
C 1.360334 1.044872 4.320788 0.0 0.0 0.0 -0.024
C 1.135018 -0.209865 5.175651 0.0 0.0 0.0 -0.001
C 1.877862 2.171504 5.219520 0.0 0.0 0.0 0.000
C 2.415575 0.731412 3.259268 0.0 -0.1 0.0 0.082
H 0.135534 3.659710 -2.599055 0.0 0.0 0.0 0.000
H -1.268555 3.526887 -1.554637 0.0 0.0 0.0 -0.001
H -1.490343 3.576889 -3.315215 0.0 0.0 0.0 0.001
H -0.172868 1.373654 -1.709334 0.0 0.0 -0.1 0.088
H -0.442395 1.675298 -4.732916 0.0 0.0 0.0 0.000
H -0.063608 0.142416 -3.958880 0.0 0.0 0.0 0.004
H 1.021319 1.540597 -3.774000 0.0 0.0 0.0 -0.001
H -2.663734 1.408097 -4.460393 0.0 0.0 0.0 0.000
H -4.933278 0.456744 -4.247172 0.0 0.0 0.0 0.000
H -5.633684 -0.534175 -2.098377 0.0 0.0 0.0 0.000
H -4.960217 -1.603409 -0.292900 0.0 0.0 0.0 0.000
H -2.813082 -0.849703 1.716005 0.0 0.0 0.0 0.001
H -2.549509 -1.988333 0.404761 0.0 0.0 0.0 -0.001
H -3.812384 -2.292398 1.601007 0.0 0.0 0.0 0.000
H -4.795029 0.785221 1.585014 0.0 0.0 0.0 0.000
H -5.826596 -0.628130 1.738316 0.0 0.0 0.0 0.000
H -6.083343 0.508480 0.407594 0.0 0.0 0.0 0.000
H -3.203711 1.883566 0.887820 0.0 0.0 0.0 0.012
H -2.937203 2.810863 3.394787 0.0 0.0 0.0 0.001
H -0.972417 2.647234 5.245285 0.0 0.0 0.0 0.001
H 0.389256 -0.021654 5.949379 0.0 0.0 0.0 0.000
H 2.066919 -0.514322 5.660010 0.0 0.0 0.0 0.000
H 0.784447 -1.040562 4.561038 0.0 0.0 0.0 0.001
H 1.190672 2.369398 6.043250 0.0 0.0 0.0 0.000
H 2.004652 3.096729 4.655562 0.0 0.0 0.0 -0.001
H 2.841985 1.893888 5.652821 0.0 0.0 0.0 0.000
H 2.108636 -0.114191 2.635215 0.0 0.0 0.0 0.014
H 3.356648 0.447089 3.737881 0.0 0.0 0.0 0.001
H 2.599141 1.595232 2.617110 0.0 0.0 0.0 0.002
C 2.678340 -1.554637 -3.298903 0.0 0.0 0.0 0.003
N 1.595245 -2.468857 -2.846174 0.0 0.0 0.1 0.000
C 0.928692 -3.140388 -3.989186 0.0 0.0 0.0 0.001
C 0.608747 -1.741938 -1.935854 0.0 -0.1 -0.1 0.104
C 0.352348 -2.496656 -0.661002 -0.1 0.3 0.0 -0.337
C 0.160027 -3.876651 -0.643388 -0.1 0.0 0.0 -0.014
C -0.087009 -4.508631 0.564868 0.0 -0.1 0.1 0.010
C -0.183921 -3.748610 1.725770 0.0 -0.1 0.0 -0.003
C -0.017432 -2.372460 1.676408 0.1 0.0 -0.2 -0.082
C 0.292651 -1.697987 0.483864 0.2 0.2 0.2 0.145
H 3.350051 -2.090116 -3.966374 0.0 0.0 0.0 0.000
H 3.211236 -1.201569 -2.419343 0.0 0.0 0.0 0.001
H 2.213172 -0.718808 -3.817954 0.0 0.0 0.0 -0.001
H 2.008747 -3.186701 -2.245475 0.0 0.0 0.0 0.001
H 0.541972 -2.369531 -4.652599 0.0 0.0 0.0 0.000
H 0.108448 -3.742624 -3.609871 0.0 0.0 0.0 0.000
H 1.651697 -3.761171 -4.513439 0.0 0.0 0.0 0.000
H -0.288378 -1.549045 -2.528526 0.0 0.0 0.0 0.000
H 1.071977 -0.787187 -1.693089 -0.1 0.0 0.0 -0.001
H 0.177001 -4.482213 -1.547639 0.0 0.0 0.0 0.000
H -0.227565 -5.581552 0.596659 0.0 0.0 0.0 0.001
H -0.396216 -4.237244 2.669878 0.0 0.0 0.0 -0.002
H -0.120096 -1.801696 2.593942 0.0 0.0 0.0 0.028
```
Positions in Å, forces in eV/Å.

**Frontier orbital gap (spin up / spin down)**: 6.53 / 6.52 eV
**2S+1**: 6

| no. | E_tot (Ha) |
| --- | --- |
| 1 | -8008.326056 |
| 2 | -13708.063030 |
| 3 | -5493.357521 |